No. 1
# C17H21NO2

An isolated molecule of C17H21NO2 (wB97M-V/def2-TZVPD, the OMol25 dataset).

Output
E_tot	-865.63098	a.u.
orbital gap	0.3581	Eh
SMILES	CCC[C@H]1CC[C@H](C(=O)Oc2ccc(C#N)cc2)CC1
relative energy (zero: lowest compared OMol25 entry of this formula, charge and spin)	20.6	kcal per mole

Atoms and positions in Å:
N1 -2.1809 7.5208 -4.0286
O1 0.7716 2.3082 0.7657
C1 -1.6999 6.5461 -3.5882
O2 0.8907 1.9798 -1.5251
C2 0.8657 1.5714 -0.2064
C3 -1.4934 4.8685 -1.8178
C4 -0.0485 4.7359 -3.7433
C5 -0.8730 3.7253 -1.2892
C6 0.5884 3.6370 -3.1936
C7 -1.0524 5.3902 -3.0304
C8 0.1993 3.1057 -1.9449
C9 -1.6004 -4.2394 2.7222
C10 -0.6544 -4.6740 1.6553
C11 1.8857 -0.2763 1.2131
C12 -0.4419 -0.4907 0.1886
C13 0.6535 -3.9147 1.6446
C14 1.9544 -1.7887 1.3994
C15 -0.3419 -1.9957 0.3661
C16 0.9880 0.0743 0.0120
C17 0.5465 -2.3887 1.5600
H1 -2.3269 5.3362 -1.3308
H2 0.2863 5.1324 -4.6928
H3 -1.3244 3.3241 -0.3923
H4 1.4069 3.1660 -3.7541
H5 -1.0817 -4.2172 3.6943
H6 -2.0358 -3.2558 2.5071
H7 -2.4540 -4.9749 2.8327
H8 -1.1441 -4.6049 0.7076
H9 -0.4776 -5.7223 1.8376
H10 1.5354 0.1584 2.1527
H11 2.8967 0.1304 1.0377
H12 -1.0766 -0.2004 -0.6358
H13 -0.9066 -0.0427 1.0800
H14 1.2561 -4.1345 2.5375
H15 1.2336 -4.2762 0.7713
H16 2.4766 -2.2540 0.5798
H17 2.5538 -2.0341 2.2557
H18 0.0403 -2.4349 -0.5141
H19 -1.3702 -2.3796 0.4851
H20 1.4384 -0.3682 -0.8597
H21 0.1165 -2.0427 2.5414

---

No. 2
# C17H21NO3

A structure of composition C17H21NO3 (wB97M-V/def2-TZVPD, the OMol25 dataset).

Output
E_tot	-940.32568	a.u.
orbital gap	0.2726	Eh
relative energy (zero: lowest compared OMol25 entry of this formula, charge and spin)	371.7	kcal per mole

Atoms and positions in Å:
C1 -2.0813 -3.1253 -0.7560
H1 -1.9410 -4.2059 -0.6563
H2 -2.6623 -2.8506 -1.6895
H3 -1.0867 -2.8268 -1.1702
C2 -2.5719 -2.5620 0.2627
C3 -2.7792 -0.9945 0.2216
C4 -4.0375 -0.4196 0.1559
C5 -4.0848 1.1017 -0.3682
C6 -3.0086 1.9182 -0.4013
C7 -1.6609 1.2627 -0.1436
C8 -1.6577 0.1134 0.1115
N1 -0.3812 -0.3042 0.1328
C9 0.4868 0.5583 -0.0407
C10 -0.3451 1.8943 -0.1081
C11 0.1649 3.1526 -0.5471
H4 -0.5174 3.6717 -1.0128
C12 1.6192 2.7932 -0.9279
H5 2.0911 3.8440 -0.9937
O1 2.4837 2.2793 -0.1807
C13 1.9290 0.8738 0.2429
C14 2.4889 0.5356 1.4382
C15 2.0201 -0.6732 2.3507
H6 1.0568 -0.7108 2.3932
H7 2.5497 -0.7727 3.3465
H8 2.4604 -1.4602 1.3773
H9 3.7059 0.6240 1.4374
H10 2.2206 1.1853 2.1573
C16 2.6711 0.1151 -1.0111
C17 2.5107 -1.5743 -0.7171
O2 1.6405 -2.2728 -0.6888
O3 3.8303 -1.9521 -0.8764
H11 3.7524 -3.0572 -0.8956
H12 3.7105 0.3000 -1.0173
H13 2.1204 0.0660 -1.9484
H14 1.4807 2.4210 -1.9694
H15 0.2710 3.9632 0.5361
H16 0.1364 -1.3244 0.0481
H17 -3.0484 2.9750 -0.2134
H18 -5.0662 1.5503 -0.3589
H19 -4.9627 -0.7623 0.1291
H20 -3.4851 -2.8573 0.8887
H21 -2.0228 -2.4926 1.4626

---

No. 3
# C17H21NO3

An isolated molecule of C17H21NO3 (wB97M-V/def2-TZVPD, the OMol25 dataset).

Output
E_tot	-940.89011	a.u.
orbital gap	0.3003	Eh
SMILES	CCCn1c(CCC(=O)O)ccc1-c1ccc(OC)cc1
relative energy (zero: lowest compared OMol25 entry of this formula, charge and spin)	17.5	kcal per mole

Atoms and positions in Å:
C1 1.1945 2.4929 -1.7501
C2 0.3415 1.2404 -1.9033
H1 0.1920 1.0237 -2.9626
H2 -0.6393 1.4086 -1.4529
C3 0.9774 0.0083 -1.2473
N1 1.1022 0.1689 0.1800
C4 2.2102 0.5891 0.8624
C5 1.8498 0.8151 2.1697
C6 0.4754 0.5574 2.2812
C7 0.0348 0.1585 1.0407
C8 -1.3228 -0.2339 0.6667
C9 -1.6046 -1.4723 0.0888
C10 -2.8974 -1.8250 -0.2288
C11 -3.9559 -0.9535 0.0309
C12 -3.6894 0.2726 0.6285
C13 -2.3864 0.6190 0.9403
H3 -2.1871 1.5756 1.4011
H4 -4.4838 0.9665 0.8551
O1 -5.1948 -1.3996 -0.3278
C14 -6.3033 -0.5729 -0.0759
H5 -6.4211 -0.3715 0.9941
H6 -7.1708 -1.1247 -0.4347
H7 -6.2301 0.3760 -0.6178
H8 -3.1207 -2.7819 -0.6742
H9 -0.8055 -2.1780 -0.0869
H10 -0.1236 0.6262 3.1680
H11 2.5054 1.1375 2.9554
C15 3.5852 0.7029 0.2902
H12 3.5614 0.8390 -0.7904
H13 4.0715 1.5743 0.7329
C16 4.4322 -0.5390 0.6138
C17 4.0156 -1.7326 -0.2036
O2 3.6571 -1.7064 -1.3517
O3 4.1085 -2.8718 0.4905
H14 3.8531 -3.6304 -0.0584
H15 4.3632 -0.7951 1.6707
H16 5.4800 -0.3404 0.3724
H17 1.9606 -0.1876 -1.6759
H18 0.3468 -0.8593 -1.4526
H19 0.6915 3.3489 -2.1937
H20 2.1543 2.3667 -2.2464
H21 1.3724 2.7078 -0.6987

---

No. 4
# C17H21NO4S

An isolated molecule of C17H21NO4S (wB97M-V/def2-TZVPD, the OMol25 dataset).

Output
E_tot	-1414.26679	a.u.
orbital gap	0.3047	Eh
SMILES	CC(=O)c1ccc(S(=O)(=O)N(C)[C@H](C)CCc2ccco2)cc1
relative energy (zero: lowest compared OMol25 entry of this formula, charge and spin)	41.7	kcal per mole

Atoms and positions in Å:
C1 4.4903 2.7975 -0.1100
C2 4.5572 1.3328 0.2375
O1 5.5576 0.8284 0.6921
C3 3.3287 0.5203 -0.0057
C4 3.4247 -0.8608 0.1745
C5 2.3277 -1.6760 -0.0337
C6 1.1271 -1.1053 -0.4121
C7 1.0114 0.2592 -0.6018
C8 2.1114 1.0739 -0.4034
H1 2.0149 2.1365 -0.5600
H2 0.0631 0.6627 -0.9186
S1 -0.3314 -2.1226 -0.6581
O2 0.0730 -3.4977 -0.7297
O3 -1.0713 -1.5743 -1.7561
N1 -1.1258 -1.8112 0.7899
C9 -0.6029 -2.6264 1.8614
H3 0.4834 -2.5775 1.8238
H4 -0.9041 -3.6751 1.7752
H5 -0.9420 -2.2267 2.8168
C10 -2.5726 -1.6020 0.7780
C11 -3.3163 -2.6932 0.0101
H6 -3.0680 -2.6351 -1.0454
H7 -3.0304 -3.6757 0.3796
H8 -4.3901 -2.5731 0.1327
H9 -2.8894 -1.6276 1.8289
C12 -2.8686 -0.2086 0.2185
H10 -2.4396 -0.1399 -0.7802
H11 -3.9480 -0.0764 0.1368
C13 -2.2875 0.8880 1.1201
C14 -2.3538 2.2256 0.4674
C15 -1.3775 3.1218 0.1452
C16 -2.0280 4.2161 -0.4782
C17 -3.3496 3.9021 -0.4886
O4 -3.5562 2.7024 0.0815
H12 -4.2095 4.4253 -0.8564
H13 -1.5722 5.1057 -0.8616
H14 -0.3293 3.0200 0.3390
H15 -2.8468 0.9115 2.0604
H16 -1.2449 0.6605 1.3462
H17 2.3874 -2.7479 0.0747
H18 4.3771 -1.2723 0.4743
H19 3.7583 3.2962 0.5219
H20 5.4657 3.2483 0.0539
H21 4.2005 2.9265 -1.1501

---

no.,highest occupied orbital energy (eV)
1,-9.5
2,-7.0
3,-7.5
4,-8.6